(1)
The following is a quantum chemistry calculation of C13H15HfPSe2 as an isolated structure at a distorted geometry, from OMol25.

Results
E_HOMO, eV: -15.9184
Net charge: +2
Calculated total energy, Ha: -5695.929133
Kohn-Sham gap, eV: 6.043

Element x y z (Å)
Hf 0.656 -0.057 0.619
C -3.512 -0.806 -1.207
H -3.987 -0.153 -0.476
H -3.583 -0.332 -2.190
H -4.048 -1.760 -1.235
H -2.460 -0.991 -0.944
H 0.155 -0.612 -0.935
Se 2.798 -1.278 0.482
P 2.872 1.051 1.223
Se 1.012 2.387 0.974
C 3.399 0.958 2.989
C 4.669 1.396 3.419
C 5.047 1.176 4.741
C 4.186 0.525 5.623
C 2.921 0.114 5.204
C 2.517 0.353 3.892
C 4.176 1.932 0.346
C 4.786 1.335 -0.755
C 5.740 2.028 -1.480
C 6.063 3.344 -1.124
C 5.426 3.967 -0.038
C 4.470 3.264 0.691
H 5.341 1.885 2.710
H 6.021 1.524 5.066
H 4.485 0.376 6.651
H 2.243 -0.390 5.886
H 1.521 0.034 3.555
H 4.530 0.304 -0.986
H 6.238 1.538 -2.317
H 6.828 3.882 -1.683
H 5.701 4.988 0.250
H 3.969 3.740 1.535

Computed natural (NBO) charges, given in elementary charges: 1.559 -0.845 0.218 0.238 0.243 0.157 -0.269 0.013 0.847 -0.043 -0.336 -0.195 -0.178 -0.126 -0.185 -0.212 -0.469 -0.169 -0.185 -0.123 -0.200 -0.134 0.247 0.255 0.255 0.251 0.176 0.220 0.255 0.255 0.257 0.226

=====

(2)
The following is a quantum chemistry calculation of a single C13H15N molecule at a distorted geometry, from OMol25.

Results
E_HOMO, eV: -6.4326
Calculated total energy, Ha: -558.928412
Kohn-Sham gap, eV: 7.193

Element x y z (Å)
C -5.422 0.230 -0.114
C -4.612 1.374 0.191
C -4.780 -0.955 -0.321
C -3.257 1.368 0.144
C -3.357 -1.036 -0.389
C -2.655 0.109 -0.187
C 1.004 -0.501 0.444
C 1.817 0.520 1.118
C 2.852 0.751 0.076
C 4.146 0.439 0.029
C -1.299 -0.001 -0.324
C 1.337 -2.004 0.222
C 5.183 0.787 -0.947
N -0.190 -0.311 0.053
H -6.518 0.377 0.036
H -5.220 2.252 0.569
H -5.456 -1.790 -0.338
H -2.550 2.191 0.501
H -2.717 -1.869 -0.446
H 1.097 1.296 1.191
H 2.299 0.103 2.004
H 2.567 1.159 -0.963
H 4.732 -0.090 0.798
H 1.872 -2.081 -0.765
H 0.431 -2.515 0.143
H 2.159 -2.373 0.958
H 5.682 -0.079 -1.595
H 6.124 1.168 -0.519
H 4.734 1.482 -1.568

Computed natural (NBO) charges, given in elementary charges: -0.266 -0.181 -0.179 -0.239 -0.251 -0.114 0.122 -0.465 -0.181 -0.198 0.254 -0.624 -0.633 -0.257 0.219 0.212 0.214 0.222 0.214 0.237 0.230 0.197 0.181 0.213 0.218 0.217 0.211 0.222 0.205

=====

What is the Kohn-Sham gap in the second record?
7.193 eV

=====

Which of these has the lowest E_HOMO?
C13H15HfPSe2

=====

What is the E_HOMO in the second record?
-6.4326 eV